[1]
{"formula": "C19H12HgN3O2S2", "method": "ωB97M-V with the def2-TZVPD basis set", "orbital_gap_ha": [0.1324, 0.2534], "spin_multiplicity": 2, "total_charge": -2, "energy_ev": -54311.4674, "e_lumo_ha": [0.166, 0.166], "elements": ["Hg", "C", "C", "C", "C", "C", "C", "C", "C", "C", "S", "C", "N", "H", "H", "H", "H", "H", "H", "H", "H", "S", "C", "N", "O", "C", "N", "C", "O", "C", "C", "C", "C", "C", "C", "H", "H", "H", "H"], "positions_angstrom": [[-1.015346, -0.094412, -1.745122], [-0.547656, -2.906476, 0.708833], [-1.245156, -1.793183, 1.420970], [-1.318717, -1.753815, 2.838153], [-1.971037, -0.725642, 3.444382], [-2.595212, 0.277916, 2.668645], [-3.317462, 1.346038, 3.251292], [-3.909387, 2.268293, 2.437687], [-3.810501, 2.164545, 1.038142], [-3.122728, 1.142035, 0.415758], [-3.152645, 1.037020, -1.329977], [-2.480776, 0.168775, 1.264025], [-1.791762, -0.850173, 0.691975], [-0.246320, -3.691685, 1.404419], [0.335517, -2.532962, 0.174646], [-1.208044, -3.324168, -0.052545], [-0.847465, -2.537713, 3.417548], [-2.030758, -0.665912, 4.526577], [-3.386951, 1.416010, 4.331273], [-4.461829, 3.095812, 2.869262], [-4.285342, 2.908437, 0.410840], [-1.471866, -2.309531, -3.144244], [-3.095326, -2.214061, -3.564229], [-4.211149, -2.205727, -3.884320], [0.945946, 2.522466, -2.198233], [1.610691, 1.515560, -1.900853], [1.062046, 0.259615, -1.645948], [2.039936, -0.683099, -1.352491], [1.799554, -1.878870, -1.076231], [3.307300, 0.003164, -1.416397], [4.622471, -0.427725, -1.212892], [5.654550, 0.476255, -1.347840], [5.392421, 1.834992, -1.691887], [4.098623, 2.270508, -1.895480], [3.044872, 1.364979, -1.760178], [4.818208, -1.462597, -0.952358], [6.679232, 0.153332, -1.193387], [6.220635, 2.528899, -1.793433], [3.891434, 3.303101, -2.156383]], "forces_ev_per_a": [[0.05, 0.07, 0.02], [0.01, -0.02, 0.01], [-0.03, 0.04, 0.01], [0.01, 0.00, 0.01], [-0.01, -0.01, 0.01], [-0.01, 0.02, 0.02], [0.02, -0.03, 0.02], [-0.02, 0.02, -0.03], [-0.02, 0.03, 0.02], [0.02, -0.06, -0.04], [0.00, -0.01, 0.05], [0.00, 0.02, -0.02], [-0.02, -0.02, -0.03], [0.00, 0.00, 0.00], [0.00, 0.01, 0.00], [0.00, 0.00, -0.01], [0.01, -0.01, -0.02], [-0.01, 0.01, 0.00], [0.01, -0.01, 0.00], [0.00, 0.00, -0.02], [-0.01, 0.01, 0.02], [0.00, 0.00, -0.01], [0.02, -0.03, 0.02], [-0.02, 0.01, -0.02], [-0.03, 0.04, 0.00], [0.02, -0.01, -0.06], [0.01, -0.04, -0.01], [-0.04, -0.02, 0.06], [0.04, -0.03, -0.01], [0.01, 0.01, -0.03], [-0.01, 0.00, 0.01], [0.01, -0.01, 0.00], [0.01, 0.01, 0.00], [-0.01, 0.00, 0.01], [0.01, 0.01, 0.03], [-0.01, -0.01, 0.00], [0.00, 0.01, 0.00], [0.00, 0.00, 0.00], [0.00, 0.00, 0.00]]}


[2]
{"formula": "C3H7NO2", "method": "ωB97M-V with the def2-TZVPD basis set", "orbital_gap_ha": 0.3670, "spin_multiplicity": 1, "energy_ev": -8808.2363, "e_lumo_ha": 0.018, "smiles": "NCCC(=O)O", "elements": ["N", "C", "C", "C", "O", "O", "H", "H", "H", "H", "H", "H", "H"], "positions_angstrom": [[-0.835653, 0.098032, 2.368169], [0.182999, 0.486605, 1.426400], [0.027751, -0.582679, 0.340709], [0.146994, -0.010415, -1.130402], [-0.813559, 0.441026, -1.799070], [1.361394, -0.399481, -1.593711], [-1.717810, 0.141625, 1.882030], [-0.941771, 0.773149, 3.185431], [1.019424, 0.691385, 2.026622], [-0.131371, 1.447793, 0.931298], [0.769345, -1.478530, 0.512262], [-1.059489, -0.773095, 0.363061], [1.382098, -1.181980, -2.155868]], "forces_ev_per_a": [[-1.08, 1.02, 2.69], [-2.68, 1.30, -1.17], [1.25, 0.39, -0.93], [-3.05, -1.40, -0.51], [3.93, -1.19, 2.33], [0.68, 0.77, -0.67], [-0.39, -0.09, 0.18], [0.40, -1.12, -1.45], [1.92, -0.34, -0.07], [0.64, -0.42, 0.33], [-1.91, 1.59, -0.55], [0.72, -0.81, 0.14], [-0.41, 0.30, -0.33]]}


[3]
{"formula": "C5H6N", "method": "ωB97M-V with the def2-TZVPD basis set", "orbital_gap_ha": [0.2758, 0.2529], "spin_multiplicity": 1, "total_charge": 1, "energy_ev": -6759.9113, "e_lumo_ha": [-0.198, -0.221], "elements": ["C", "C", "C", "C", "C", "N", "H", "H", "H", "H", "H", "H"], "positions_angstrom": [[-0.584888, 0.491621, 1.004363], [-0.490341, -0.781149, 0.414572], [0.783822, -0.404635, -0.583979], [-0.770179, -1.987654, 0.235099], [0.559703, 1.010664, -0.832729], [-0.076488, 1.419151, 0.293927], [-1.077931, 0.809531, 1.949874], [1.502561, -0.563668, 0.215000], [0.928283, -1.069227, -1.402441], [-1.147012, -2.902937, 0.087031], [0.643595, 1.588889, -1.743131], [-0.271127, 2.389414, 0.362413]], "forces_ev_per_a": [[-2.91, -0.48, 4.11], [0.58, -0.37, -0.66], [0.45, 0.97, -0.69], [0.45, 2.55, 1.23], [0.21, -1.44, 0.68], [1.55, 1.76, -3.80], [0.41, -0.78, -0.76], [0.49, 0.00, -0.11], [0.20, -0.35, -0.59], [-1.16, -2.97, -0.59], [0.02, 0.10, 0.30], [-0.28, 1.02, 0.89]]}


[4]
{"formula": "HNO3P2", "method": "ωB97M-V with the def2-TZVPD basis set", "orbital_gap_ha": [0.2524, 0.2524], "spin_multiplicity": 1, "energy_ev": -26221.6575, "e_lumo_ha": [-0.083, -0.083], "elements": ["N", "O", "O", "O", "P", "P", "H"], "positions_angstrom": [[-1.561942, 0.708384, -1.332138], [-1.392697, 0.383229, -2.474741], [-2.638977, 0.683634, -0.754133], [-2.234563, 1.753777, 1.853436], [-1.793400, 0.536838, 1.226933], [0.180240, 1.048027, 0.151658], [0.349814, -0.166913, -0.339644]], "forces_ev_per_a": [[3.00, 0.27, -0.47], [-0.26, 0.41, 0.87], [-0.77, 0.01, 0.52], [-0.39, 2.09, 0.88], [-0.38, -2.58, 0.15], [-1.92, 2.29, -1.47], [0.71, -2.49, -0.48]]}


Ordered ΔE to the lowest compared entry with this formula, charge and spin results: 0.0; 52.9; 121.4; 29.7; unit kcal per mole.